(1)
{
  "formula": "C3H8NO2S",
  "method": "wB97M-V/def2-TZVPD",
  "elements": ["O", "C", "N", "C", "C", "S", "H", "H", "H", "H", "H", "H", "H", "H", "O"],
  "positions_angstrom": [[-2.7404, -0.4902, 0.4690], [-1.6934, -0.8987, -0.1156], [-0.9547, 0.0022, -0.7840], [0.3936, -0.3807, -1.4124], [1.5828, -0.3365, -0.5545], [2.1788, 1.4238, -0.1877], [-1.4100, -1.9355, -0.0476], [-1.1174, 1.0609, -0.6126], [0.4956, 0.4075, -2.3084], [0.0288, -1.3089, -1.9330], [2.5421, -0.8700, -0.8374], [1.4968, -0.8215, 0.5176], [-1.0079, 1.3109, 2.6143], [0.4205, 1.2764, 2.3233], [-0.2152, 1.5602, 2.8689]],
  "atomic_forces_ev_per_a": [[1.7, -1.5, -0.7], [-2.8, 3.6, 1.4], [2.1, 1.3, 0.0], [-3.1, 1.2, -3.0], [3.0, -0.2, 3.6], [-0.7, -0.7, -0.2], [0.5, -0.5, -0.4], [0.2, -2.8, -0.2], [0.1, -1.7, 2.0], [1.3, 0.2, 0.5], [-1.5, 0.4, -0.8], [-0.8, 0.7, -2.0], [-5.7, -2.0, -2.2], [3.7, -1.6, -3.7], [2.1, 3.7, 5.8]],
  "homo_ev": -2.97,
  "max_force_ev_per_a": 7.162,
  "e_lumo_ev": 3.7172,
  "total_energy_ev": -19661.0851,
  "de_lowest_ev": 2.735,
  "total_charge": -1,
  "homo_lumo_gap_ev": 6.692
}

---

(2)
{
  "formula": "C3H5N3S",
  "method": "wB97M-V/def2-TZVPD",
  "elements": ["C", "C", "C", "N", "N", "N", "S", "H", "H", "H", "H", "H"],
  "positions_angstrom": [[0.2595, -1.4036, 0.1082], [1.0221, -0.1649, 0.3056], [0.3896, 1.0737, -0.2449], [-0.9255, -1.5310, -0.3375], [-1.0668, 1.2489, -0.1831], [-1.8944, 0.3172, -0.1066], [-3.4113, -0.0227, 0.1842], [0.8153, -2.2680, 0.1930], [1.3575, -0.2018, 1.2808], [1.9806, -0.2701, -0.2032], [0.8314, 1.8497, 0.3429], [0.6420, 1.3726, -1.3394]],
  "atomic_forces_ev_per_a": [[-3.1, 0.7, -2.0], [0.2, -0.6, -2.4], [-0.4, 0.6, -1.5], [3.1, -2.4, 0.3], [-2.2, -0.7, 0.3], [1.0, 3.5, 1.0], [0.4, 0.5, -0.4], [1.2, -2.3, 0.6], [0.2, 0.8, 2.6], [0.1, -0.2, -0.4], [-0.2, 1.1, 0.2], [-0.1, -1.0, 1.7]],
  "homo_ev": [-7.27, -8.92],
  "max_force_ev_per_a": 3.928,
  "e_lumo_ev": [0.3101, -1.5905],
  "total_energy_ev": -18491.5161,
  "de_lowest_ev": 1.196,
  "total_charge": 0,
  "homo_lumo_gap_ev": [7.576, 7.331],
  "s_squared": 2.02,
  "multiplicity": 3
}

---

(3)
{
  "formula": "C4H4",
  "method": "wB97M-V/def2-TZVPD",
  "elements": ["C", "C", "C", "C", "H", "H", "H", "H"],
  "positions_angstrom": [[-2.1489, -0.1622, 0.0274], [-0.9470, 0.0674, -0.0474], [0.4142, 0.5196, -0.0291], [1.4603, -0.3347, 0.0072], [-3.2235, -0.2793, -0.0015], [0.5552, 1.5937, 0.0275], [2.4925, 0.0114, 0.0881], [1.3972, -1.4158, -0.0723]],
  "atomic_forces_ev_per_a": [[1.8, 0.5, -0.4], [-2.4, -0.1, 0.2], [0.8, -1.4, 0.2], [0.0, 0.7, -0.2], [0.7, -0.1, 0.1], [0.1, -0.1, 0.0], [-0.4, 0.2, -0.1], [-0.5, 0.2, 0.1]],
  "homo_ev": -9.26,
  "max_force_ev_per_a": 2.460,
  "e_lumo_ev": 0.8919,
  "total_energy_ev": -4210.0417,
  "de_lowest_ev": 0.117,
  "smiles": "C#CC=C",
  "total_charge": 0,
  "homo_lumo_gap_ev": 10.147
}